Computed, not measured: a structure of composition C58H59BaClFGeO3P3Si in a non-equilibrium geometry, with the ωB97M-V functional and the def2-TZVPD basis.

Geometry as XYZ:
```
128
Properties=species:S:1:pos:R:3:forces:R:3:lowdin_charge:R:1
Ba -0.6663 0.4622 -0.2229 0.776 1.736 -1.113 1.37
F 5.1051 1.4188 0.9647 -0.757 -0.664 -0.034 -0.46
Ge 3.5387 0.2610 0.8630 1.340 0.479 -0.050 0.81
C 3.5326 0.5554 3.1670 -0.207 0.050 -0.600 -0.26
C 4.5728 0.2079 4.0267 0.189 -0.118 0.176 -0.13
C 4.6734 0.7108 5.3103 0.261 -0.131 0.037 -0.12
C 3.7119 1.5910 5.7893 -0.155 0.188 0.294 -0.12
C 2.6512 1.9394 4.9777 -0.005 0.174 0.174 -0.12
C 2.5785 1.4186 3.6876 -0.160 -0.273 -0.231 -0.43
P 1.1485 1.8331 2.6184 0.012 0.177 0.516 1.02
C -0.2344 1.4480 3.7565 -0.101 -0.198 0.012 -0.39
C -1.5055 1.9761 3.5060 0.240 0.063 0.002 -0.12
C -2.6166 1.4797 4.1560 -0.178 -0.051 0.093 -0.08
C -2.4939 0.4201 5.0462 -0.048 -0.034 0.025 -0.10
C -1.2444 -0.1342 5.2811 -0.201 -0.188 0.096 -0.09
C -0.1273 0.3655 4.6384 0.188 0.290 -0.005 -0.11
C 1.2919 3.6471 2.7394 -0.205 0.142 -0.170 -0.36
C 2.2766 4.2105 1.9286 -0.071 -0.053 0.021 -0.09
C 2.5239 5.5685 1.9670 0.077 0.127 -0.031 -0.08
C 1.7917 6.3857 2.8163 0.016 0.111 0.020 -0.11
C 0.8150 5.8316 3.6261 -0.022 0.211 0.084 -0.10
C 0.5630 4.4713 3.5890 0.021 -0.130 -0.061 -0.09
C 4.3824 -1.5625 1.3386 -0.626 0.438 -0.218 -0.33
C 5.7157 -1.8557 1.6099 0.329 0.128 0.086 -0.14
C 6.1389 -3.1417 1.8873 0.133 -0.004 -0.024 -0.10
C 5.2249 -4.1862 1.8869 -0.075 -0.371 0.091 -0.11
C 3.8893 -3.9240 1.6545 0.078 -0.160 -0.095 -0.10
C 3.4805 -2.6187 1.3950 -0.066 0.081 0.067 -0.43
P 1.7110 -2.2352 1.1538 0.146 -0.594 -0.225 1.09
C 1.0624 -3.0566 2.6551 -0.287 0.214 0.207 -0.34
C -0.2229 -3.5966 2.7505 0.173 0.069 -0.118 -0.12
C -0.7124 -4.0532 3.9595 -0.214 -0.217 0.202 -0.10
C 0.0561 -3.9670 5.1098 0.025 0.025 0.041 -0.11
C 1.3129 -3.3824 5.0400 -0.178 -0.083 0.260 -0.09
C 1.8013 -2.9210 3.8343 0.079 -0.022 -0.215 -0.09
C 1.4308 -3.4575 -0.2282 -0.324 0.375 0.299 -0.46
C 0.9098 -4.9037 -0.0713 -0.186 -0.058 0.226 -0.22
C 1.5680 -5.9169 -0.8838 0.260 -0.171 -0.376 -0.07
C 2.3902 -5.5886 -1.8992 -0.315 -0.610 0.240 -0.10
C 2.8243 -4.2372 -2.0994 0.117 0.620 0.059 -0.08
C 2.4589 -3.2647 -1.2480 0.194 -0.139 -0.402 -0.09
C 4.3931 -0.1962 -1.2644 -0.218 0.242 0.532 -0.29
C 5.7185 -0.5826 -1.4426 0.205 -0.021 -0.105 -0.12
C 6.3013 -0.6835 -2.6912 0.223 -0.094 0.053 -0.11
C 5.5504 -0.4082 -3.8252 0.021 0.044 -0.363 -0.12
C 4.2298 -0.0245 -3.6930 -0.005 0.042 -0.274 -0.10
C 3.6761 0.0894 -2.4202 -0.146 -0.279 0.326 -0.44
P 1.9596 0.6927 -2.1886 0.342 -0.124 -0.589 0.95
C 1.2359 0.1734 -3.7953 -0.142 0.027 -0.013 -0.38
C 1.2131 0.9216 -4.9702 0.016 -0.028 0.080 -0.10
C 0.6212 0.4148 -6.1124 -0.042 -0.023 -0.154 -0.09
C 0.0503 -0.8499 -6.1062 0.026 0.054 -0.066 -0.10
C 0.0945 -1.6153 -4.9511 -0.099 -0.181 -0.160 -0.09
C 0.6784 -1.1064 -3.8079 0.080 0.284 0.101 -0.10
C 2.2356 2.4720 -2.4673 -0.229 0.227 0.253 -0.37
C 1.2286 3.2734 -3.0066 0.067 -0.142 -0.018 -0.17
C 1.4251 4.6320 -3.1654 -0.082 0.176 -0.068 -0.09
C 2.6172 5.2148 -2.7634 0.001 0.095 -0.025 -0.11
C 3.5922 4.4349 -2.1626 0.076 0.229 0.037 -0.09
C 3.4023 3.0737 -2.0013 -0.018 -0.189 -0.012 -0.07
H 5.3294 -0.4815 3.6731 0.148 -0.041 0.033 0.07
H 5.5102 0.4331 5.9468 -0.012 -0.016 -0.008 0.08
H 3.7910 1.9949 6.7940 -0.021 0.007 -0.024 0.08
H 1.8843 2.6177 5.3421 0.021 -0.004 0.034 0.10
H -1.6217 2.7542 2.7639 -0.071 0.072 -0.066 0.10
H -3.5900 1.9014 3.9493 -0.077 0.036 -0.063 0.10
H -3.3702 0.0148 5.5346 -0.042 -0.002 0.041 0.09
H -1.1398 -0.9768 5.9532 0.005 -0.041 0.015 0.10
H 0.8395 -0.0944 4.8026 0.034 0.014 0.051 0.10
H 2.8543 3.5611 1.2832 0.140 -0.054 -0.110 0.10
H 3.2934 5.9956 1.3383 0.046 -0.010 -0.063 0.10
H 1.9859 7.4510 2.8523 0.004 0.010 -0.018 0.09
H 0.2485 6.4657 4.2985 -0.025 -0.002 -0.001 0.09
H -0.2015 4.0543 4.2292 -0.023 -0.024 0.039 0.09
H 6.4354 -1.0484 1.6206 0.102 0.134 -0.037 0.10
H 7.1848 -3.3488 2.0962 -0.023 0.063 -0.011 0.09
H 5.5515 -5.2021 2.0799 0.012 -0.009 0.005 0.09
H 3.1658 -4.7332 1.6599 0.019 -0.014 0.038 0.11
H -0.8637 -3.6447 1.8825 -0.052 -0.017 -0.099 0.08
H -1.7061 -4.4827 4.0081 -0.025 0.010 -0.036 0.10
H -0.3267 -4.3382 6.0530 -0.009 0.023 0.004 0.09
H 1.9071 -3.2789 5.9377 0.082 0.036 0.034 0.10
H 2.7699 -2.4438 3.7936 0.109 0.039 0.034 0.10
H 0.6018 -5.2200 0.9201 0.015 0.075 -0.039 0.12
H 1.4020 -6.9523 -0.6130 0.017 -0.078 -0.076 0.09
H 2.8411 -6.3601 -2.5114 -0.023 -0.097 0.045 0.09
H 3.5723 -4.0342 -2.8539 0.033 0.065 -0.030 0.10
H 2.9537 -2.3019 -1.2691 0.112 0.114 -0.122 0.08
H 6.3077 -0.8031 -0.5653 0.202 -0.029 0.052 0.07
H 7.3429 -0.9781 -2.7933 -0.008 -0.006 0.004 0.09
H 5.9985 -0.4825 -4.8111 -0.027 -0.020 -0.001 0.08
H 3.6430 0.1940 -4.5786 0.057 -0.030 -0.006 0.09
H 1.6622 1.9061 -4.9918 -0.019 -0.043 -0.025 0.10
H 0.6076 1.0146 -7.0144 -0.032 -0.007 -0.027 0.10
H -0.4290 -1.2285 -6.9995 -0.009 -0.060 -0.018 0.09
H -0.3337 -2.6086 -4.9418 -0.050 -0.047 0.021 0.10
H 0.7232 -1.7012 -2.9025 -0.059 -0.116 0.046 0.08
H 0.2785 2.8356 -3.2841 -0.044 0.062 -0.031 0.04
H 0.6361 5.2392 -3.5875 -0.072 0.015 -0.029 0.10
H 2.7726 6.2769 -2.9081 0.020 0.026 0.057 0.09
H 4.5042 4.8958 -1.8095 0.092 -0.012 0.045 0.10
H 4.1501 2.4687 -1.5076 0.155 -0.032 0.040 0.10
O -3.0885 2.4912 0.6036 0.357 -0.147 0.355 -0.16
H -3.7757 1.9058 0.2768 -0.205 -0.187 -0.091 -0.02
H -2.7686 2.9179 -0.2128 -0.140 0.115 -0.205 -0.12
O -0.8525 -0.7531 1.8413 -0.549 -0.763 1.052 -0.41
H -0.1063 -0.4151 2.3553 0.110 -0.146 0.248 -0.04
H -1.4708 -1.1171 2.4844 -0.080 0.013 0.056 0.06
O -0.0771 3.2609 -0.1906 -0.103 -0.228 0.278 -0.25
H -0.7508 3.3644 -0.8983 -0.029 0.216 -0.178 -0.15
H 0.7243 3.6395 -0.5629 0.191 0.007 0.042 0.02
Cl -2.2000 3.0292 -2.2880 -0.039 -0.215 -0.078 -0.16
C 0.0626 -3.8456 -0.7134 0.047 0.032 -0.064 -0.08
H -0.0826 -3.9036 -1.7836 0.053 -0.029 -0.090 0.11
H -0.7965 -3.4757 -0.1779 -0.119 0.039 0.172 0.07
C -3.8005 -2.5728 0.6504 0.071 0.289 -0.291 -0.30
Si -3.3269 -1.2375 -0.6933 -0.712 -0.680 -0.131 0.38
C -3.5790 -2.2986 -2.3040 -0.058 0.271 0.329 -0.30
C -4.9470 -0.1641 -0.6747 0.321 -0.212 -0.102 -0.30
H -4.7961 -2.9853 0.4928 -0.265 -0.070 -0.079 0.00
H -3.7793 -2.1564 1.6551 0.008 0.135 0.271 -0.01
H -3.1057 -3.4083 0.6344 0.235 -0.230 -0.009 -0.02
H -4.5870 -2.7060 -2.3849 -0.244 -0.078 0.042 0.00
H -2.8877 -3.1376 -2.3302 0.213 -0.173 0.027 -0.01
H -3.3944 -1.7029 -3.1938 0.061 0.153 -0.200 -0.01
H -5.8391 -0.7227 -0.9574 -0.155 -0.202 -0.034 0.00
H -4.8522 0.6649 -1.3700 0.013 0.251 -0.193 0.00
H -5.1305 0.2517 0.3141 -0.030 0.083 0.280 0.00
```
Positions in Å, forces in eV/Å.

The energy above the lowest of the compared OMol25 structures with the same formula, charge and spin comes out at 0.0 kJ/mol. Its net charge is -2. The HOMO-LUMO gap comes out at 4.39 eV. For the calculated total energy, the calculation gives -175441.9975 eV.